Entry from OMol25: C46H67ClFGe2MgNO2P as an isolated structure at a distorted geometry (ωB97M-V with the def2-TZVPD basis set).

XYZ file:
```
122
Properties=species:S:1:pos:R:3:forces:R:3:mulliken_charge:R:1
Mg 1.097609 0.493840 0.370876 -0.720 0.540 -0.718 0.675
O 0.498655 0.883109 -1.651255 0.915 -0.286 -0.749 0.607
H 0.030991 0.120899 -2.044107 -0.387 0.097 0.570 0.068
H -1.747049 4.767406 -0.445210 0.350 1.333 0.080 0.072
F 2.710682 1.294662 0.258572 0.304 -0.284 0.156 -0.761
Cl -0.291862 6.412244 2.583444 -0.391 -0.376 -0.039 -0.226
C -1.991886 6.381128 2.147512 -0.831 -0.914 0.555 0.201
C -2.948289 6.343550 3.172463 -0.005 1.376 0.907 -0.532
C -4.262876 6.733358 2.869184 0.093 -0.623 -0.921 -0.342
C -4.600361 7.010260 1.539829 0.455 0.130 -0.467 -0.493
C -3.678541 6.839206 0.503436 0.969 -0.681 1.144 -0.466
C -2.399605 6.345967 0.805142 0.810 0.827 0.827 0.742
C -1.449829 5.847841 -0.227662 -1.404 -1.160 -1.186 -1.191
H -2.654258 6.234664 4.248987 -0.131 0.044 -1.263 0.341
H -5.064786 6.802321 3.597763 0.395 -0.074 0.202 0.373
H -5.581814 7.358411 1.276598 -0.328 0.163 0.136 0.389
H -3.786902 7.113965 -0.528772 -0.846 -0.164 -0.304 0.370
H -0.424997 5.823228 0.043197 0.817 0.202 0.435 0.486
H -1.570713 6.407731 -1.154720 0.062 -0.078 -0.151 0.329
O 0.339338 -1.174724 1.163022 1.024 -1.157 1.819 -0.989
P 0.713458 -2.082975 2.407892 -1.736 0.621 -2.070 0.388
C 2.300960 -2.890341 2.109591 1.083 0.789 0.946 1.066
C 2.600629 -4.289650 2.608388 0.545 -0.740 0.252 -1.496
C 2.438476 -5.452793 1.593313 -0.975 0.517 0.694 -0.463
C 3.161993 -5.170039 0.260259 -1.724 0.672 0.059 -1.125
C 2.779479 -3.757076 -0.298444 0.963 -1.069 -0.601 -0.248
C 2.966870 -2.672979 0.729572 -0.512 2.011 0.506 0.042
C 0.802631 -0.957056 3.872282 -0.348 0.559 -0.338 0.385
C 2.197903 -0.336154 4.086432 0.115 0.148 -0.348 -1.107
C 3.142878 -1.070460 5.070808 -0.578 0.858 0.332 -0.275
C 2.410464 -1.387223 6.400662 1.204 -0.166 0.258 -0.992
C 1.163266 -2.228674 6.083760 0.613 0.277 -0.654 -0.204
C 0.196633 -1.441163 5.165687 -0.974 -1.372 1.335 -0.889
C -0.617961 -3.406992 2.429536 1.580 0.378 -0.908 0.425
C -0.762658 -4.420583 3.539578 -1.678 0.308 0.826 -0.310
C -1.702268 -5.532068 3.018788 -0.403 -0.383 1.034 -0.911
C -3.064713 -5.003106 2.414425 0.165 -1.106 -1.693 -0.625
C -3.210090 -3.473499 2.461857 0.946 -0.476 0.763 -1.038
C -1.932907 -2.822194 1.925662 -0.752 0.940 -0.528 -0.458
H 2.899228 -2.293738 2.848622 -0.315 -0.119 -0.926 -0.590
H 2.172411 -4.476189 3.611664 -0.159 -0.173 -0.623 0.288
H 3.671063 -4.249137 2.832571 0.180 -0.112 -0.035 0.665
H 1.342190 -5.650649 1.478811 0.772 0.097 -0.346 -0.080
H 2.836325 -6.319564 2.112797 0.113 -0.347 -0.219 0.482
H 2.868665 -5.905898 -0.496119 0.180 -0.043 0.203 0.444
H 4.226590 -5.221862 0.389642 0.609 -0.042 0.185 0.384
H 1.814882 -3.797493 -0.822284 -0.050 0.223 0.534 0.258
H 3.518868 -3.573794 -1.097041 -0.380 0.126 0.097 0.100
H 2.644684 -1.633411 0.366708 0.631 -1.542 0.207 -0.826
H 4.034809 -2.589920 0.993638 -0.179 -0.036 -0.426 0.570
H 0.125703 -0.133366 3.523814 0.563 -0.645 -0.070 0.489
H 1.989707 0.662517 4.517014 0.320 -0.331 -0.234 0.580
H 2.686868 -0.173093 3.098908 -0.181 0.128 0.614 0.242
H 3.971670 -0.360689 5.224603 -0.073 -0.472 0.121 0.441
H 3.566715 -2.017746 4.717013 -0.119 0.188 -0.275 0.157
H 2.227521 -0.447047 7.004760 -0.140 -1.016 -0.731 0.338
H 3.135086 -2.016080 6.987286 -0.745 0.609 -0.189 0.407
H 0.694580 -2.545986 7.009552 -0.322 -0.042 0.013 0.463
H 1.522680 -3.151106 5.559996 -0.303 0.506 0.319 -0.028
H -0.203386 -0.608203 5.771976 0.279 -0.028 -0.430 0.510
H -0.693033 -2.089032 4.969578 0.565 0.564 0.048 0.224
H -0.161402 -3.991345 1.582374 -0.441 0.343 0.441 -0.119
H -1.283583 -3.979598 4.435150 0.725 -0.262 -0.691 0.362
H 0.185911 -4.835992 3.852751 0.095 -0.098 0.127 0.156
H -1.918848 -6.212280 3.889424 0.216 0.477 -0.886 0.445
H -1.146097 -6.116298 2.268695 -0.300 0.086 0.184 0.233
H -3.936613 -5.571702 2.795350 0.504 0.518 0.235 0.376
H -3.032608 -5.359730 1.324781 -0.154 0.839 1.184 0.251
H -3.370052 -3.110766 3.507291 -0.013 -0.400 -0.652 0.343
H -3.985544 -3.034957 1.845224 -0.553 -0.440 0.047 0.520
H -2.098255 -1.758798 2.204706 0.731 -0.375 -0.446 0.107
H -1.906353 -2.886859 0.810397 -0.218 0.288 0.856 0.335
C 3.740566 3.758400 -2.632944 0.266 0.645 0.095 -1.243
Ge 2.293799 3.412974 -3.933366 2.108 -1.329 0.490 0.844
C 0.960436 4.761482 -3.969759 -0.758 0.246 1.506 -1.102
C 3.391616 3.013141 -5.548054 -1.319 0.607 -0.703 -1.274
Ge 1.497348 1.192225 -3.359240 -1.462 -1.387 0.901 -0.159
C 2.833159 -0.211372 -3.649789 0.946 -0.780 1.025 0.078
C 3.165263 -0.416081 -4.986373 -0.658 0.879 -0.750 -0.137
C 4.228724 -1.198964 -5.403487 0.191 -0.881 1.334 -1.100
C 4.998369 -1.849042 -4.415761 -0.550 0.747 -1.028 -0.526
C 4.678711 -1.677619 -3.081194 0.151 -1.002 0.244 -0.562
C 3.572098 -0.963767 -2.693420 -0.532 1.726 0.473 -0.075
C -0.035662 0.388371 -4.382383 0.244 0.062 -0.797 0.034
C -1.162220 1.205363 -4.562085 0.666 -0.437 0.257 -0.405
C -2.258786 0.786186 -5.273027 -0.881 -0.515 -0.511 -0.554
C -2.298674 -0.475178 -5.877291 1.346 0.449 -0.037 -0.642
C -1.125347 -1.249839 -5.823686 -0.740 -0.462 0.449 -0.592
C -0.041998 -0.873377 -5.041821 0.172 0.443 0.867 0.055
H 4.563242 4.401821 -3.053863 -1.002 -0.351 0.311 0.382
H 4.229061 2.835142 -2.328003 -0.143 -0.201 -0.006 0.375
H 3.309232 4.205635 -1.724756 0.345 -0.014 -0.246 0.367
H 0.074780 4.364033 -3.409004 0.634 0.625 -0.588 0.186
H 0.737040 4.944536 -4.980138 -0.747 0.274 -1.328 0.455
H 1.294352 5.715668 -3.530766 -0.066 -0.508 0.015 0.375
H 3.509704 4.019212 -6.018756 0.336 -0.918 0.031 0.444
H 2.942122 2.293617 -6.261721 0.050 0.690 0.277 0.326
H 4.320030 2.566882 -5.231240 0.417 0.196 0.211 0.376
H 2.523251 0.101870 -5.725713 0.611 -0.408 0.204 0.515
H 4.422850 -1.402797 -6.440081 0.059 0.185 -0.303 0.433
H 5.813166 -2.463077 -4.747136 0.365 -0.208 0.137 0.380
H 5.234489 -2.171018 -2.284463 0.141 -0.008 -0.338 0.504
H 3.415799 -0.883646 -1.595000 -0.251 0.213 -0.967 0.215
H -1.193845 2.163969 -4.074278 0.021 0.409 0.030 0.258
H -3.107625 1.450313 -5.378754 -0.099 -0.020 0.098 0.472
H -3.172411 -0.796205 -6.421886 -0.023 -0.078 -0.088 0.394
H -1.073790 -2.238868 -6.280384 -0.233 0.245 -0.024 0.353
H 0.734040 -1.636536 -4.839389 -0.233 0.810 -0.392 0.292
N -2.993501 2.621913 -1.191920 0.264 -0.943 -2.105 -0.295
C -4.328259 2.221123 -1.149178 -1.950 -0.569 0.407 0.358
C -5.104729 2.796260 -0.113818 1.621 -0.110 -1.052 -0.198
C -6.458622 2.636329 0.002637 0.627 -0.120 -0.451 -0.825
C -7.066144 1.790590 -0.898634 -1.494 -0.948 -0.039 -0.262
C -6.350336 1.118271 -1.890246 -0.986 -0.208 -0.535 -0.609
C -5.004343 1.328946 -2.046825 1.983 1.017 0.381 -0.257
H -2.472774 2.140506 -1.950037 -0.233 0.434 1.084 -0.068
H -2.520448 2.569573 -0.311259 0.336 -0.153 0.309 0.267
H -4.489390 3.423639 0.495827 -0.267 0.623 0.734 0.385
H -6.987721 3.222303 0.725459 -0.397 -0.088 0.380 0.413
H -8.132125 1.567007 -0.762152 0.379 0.214 -0.313 0.298
H -6.869868 0.453526 -2.625155 0.413 0.604 0.915 0.313
H -4.443529 0.842304 -2.853732 -0.195 0.155 0.301 0.386
```
Forces are in eV/Å.

Summary:
Energy relative to the best compared isomer or geometry (same formula, charge and spin)   44.6 kcal per mole
HOMO level (spin up / spin down)   -3.19 / -7.61 eV
Spin multiplicity   2
⟨S²⟩   0.752
Calculated total energy   -7253.6185 Ha
Charge   0